# 1
ORCA calculation (ωB97M-V/def2-TZVPD) on the molecule C5H8OS2 at a distorted geometry.

```
16
Properties=species:S:1:pos:R:3:forces:R:3:mulliken_charge:R:1
S 1.91937 -1.64800 -0.20129 -1.5 0.9 0.5 -0.211
S 0.96231 2.13002 0.17198 -1.5 0.1 -0.3 -0.176
O -2.08844 0.42050 0.00773 -0.8 -0.6 0.1 -0.365
C -2.68137 -0.50187 -0.92762 -0.5 0.6 -1.4 -0.715
C -0.41262 -0.85312 1.09067 0.2 0.4 -1.0 -0.416
C 0.63098 -0.60660 0.03459 0.6 -1.3 0.7 0.316
C -1.64678 -0.31878 1.06690 0.9 -0.5 0.1 -0.247
C 0.56539 0.62717 -0.79700 -0.9 0.6 1.2 -0.582
H -3.72005 -0.78019 -0.68900 0.4 0.1 0.4 0.300
H -2.38412 -0.55682 1.83395 0.0 0.1 -0.1 0.425
H 1.20284 0.55482 -1.60497 1.6 -0.2 -1.5 0.550
H -0.19425 -1.60183 1.83196 0.2 0.1 0.3 0.374
H -2.06379 -1.40469 -1.01957 -0.1 0.2 0.0 0.367
H 2.19594 1.80194 0.35333 1.5 -0.3 0.3 0.120
H -2.75304 0.01975 -1.91590 0.3 -0.4 0.8 0.225
H -0.41648 0.80991 -1.18789 -0.4 0.1 0.0 0.036
```
Positions in Å, forces in eV/Å.

Calculated values
**E_HOMO**: -0.3213 hartree
**ΔE to the lowest compared entry with this formula, charge and spin**: 49.0 kcal/mol
**SMILES string**: CO/C=C\C(=S)CS



# 2
ORCA calculation (ωB97M-V/def2-TZVPD) on a cluster of 2 separate species, C5H10O2 in total.

```
17
Properties=species:S:1:pos:R:3:forces:R:3:mulliken_charge:R:1
O 0.10908 0.32776 -1.84943 0.0 -0.2 0.1 -0.250
O 1.29949 2.18621 -0.23522 0.3 -0.3 0.3 -0.558
C -3.05650 -0.62134 0.07777 0.0 0.0 0.0 -0.934
C 0.03019 -0.78229 -1.17421 0.3 0.3 0.1 -0.442
C 0.62943 -0.65174 0.23279 -0.1 -0.1 0.0 -0.339
C 2.03544 -0.02442 0.35382 0.0 0.0 0.0 -0.705
C 2.06609 1.47796 0.38966 -0.2 0.2 -0.2 0.238
H -4.03580 -0.95073 -0.27757 0.1 0.1 0.1 0.318
H 2.55254 -0.40386 1.24150 -0.1 0.1 -0.1 0.349
H -2.27702 -1.04593 -0.56249 -0.2 0.0 0.1 0.203
H 2.84622 1.95046 1.01447 0.0 0.0 -0.1 0.353
H 0.49365 1.10033 -1.35582 0.0 0.0 0.0 0.376
H -2.91283 -0.95793 1.10866 0.0 0.0 -0.1 0.238
H 0.66926 -1.65712 0.66125 0.0 0.1 -0.1 0.348
H 2.65344 -0.32952 -0.50587 0.0 0.1 0.1 0.275
H -0.09593 -0.08861 0.84225 0.1 -0.1 -0.1 0.288
H -3.00673 0.47076 0.03845 0.0 -0.2 0.0 0.242
```
Positions in Å, forces in eV/Å.

Calculated values
**E_HOMO**: -0.3012 hartree
**ΔE to the lowest compared entry with this formula, charge and spin**: 91.1 kcal/mol



# 3
ORCA calculation (ωB97M-V/def2-TZVPD) on a cluster of 2 separate species, C4H9O in total at a distorted geometry.

```
14
Properties=species:S:1:pos:R:3:forces:R:3:mulliken_charge:R:1
O -2.47476 -0.57721 -1.17585 -0.3 0.3 0.0 -0.834
C 2.00126 0.34792 0.21561 -0.1 0.3 -0.7 -1.005
C -1.74296 -1.33103 -0.37247 0.9 -1.6 0.1 -0.550
C -0.35046 1.21118 -0.07441 0.8 0.4 -1.2 -1.033
C 0.72543 1.00934 0.67062 -0.3 -0.8 1.0 0.331
H -1.18941 1.85727 0.12545 -0.3 -0.5 0.7 0.287
H 0.65083 1.06419 1.75778 0.1 0.9 0.0 0.256
H -0.36922 0.78036 -1.07300 0.0 0.4 -0.1 0.249
H -1.61047 -1.05350 0.70245 -0.2 0.4 0.1 0.156
H 2.38699 0.89910 -0.64205 0.2 0.2 -0.1 0.265
H 1.88091 -0.66603 -0.17460 -0.1 -0.2 0.4 0.275
H 2.76424 0.40756 0.99009 0.0 -0.3 0.0 0.313
H -0.66545 -1.51354 -0.69454 0.1 0.4 -0.1 -0.005
H -2.00693 -2.43562 -0.25509 -0.6 0.2 -0.2 0.298
```
Positions in Å, forces in eV/Å.

Calculated values
**E_HOMO**: -0.0743 hartree
**Charge**: -1
**ΔE to the lowest compared entry with this formula, charge and spin**: 35.1 kcal/mol



# 4
ORCA calculation (ωB97M-V/def2-TZVPD) on a structure of composition C18H20N4O7RuS2 at a distorted geometry.

```
52
Properties=species:S:1:pos:R:3:forces:R:3:lowdin_spin:R:1
Ru 0.30359 -0.61048 0.13475 0.8 -0.1 -1.1 0.829
S 2.22158 -1.81255 0.26312 0.3 -0.1 0.2 0.071
S 0.71728 -0.44719 -2.10170 0.2 0.3 -0.5 -0.019
O 1.61936 1.16739 0.31167 -0.2 -0.1 0.2 -0.004
O -0.76390 -1.40405 4.46953 0.0 0.0 0.0 0.001
O -0.02287 1.24305 2.66010 0.0 0.0 -0.1 0.001
O -3.38133 0.05720 2.57987 0.0 0.0 0.0 0.005
O -1.66093 -0.59725 1.31815 0.0 0.3 0.6 0.032
O 0.50116 -1.80666 2.67377 0.1 0.0 0.2 0.009
O -2.66136 1.77305 -0.89082 0.1 0.0 0.0 0.000
N -0.46582 1.45481 -0.35276 -0.4 0.0 0.3 0.042
N -3.15820 -2.32697 -0.57347 0.0 0.1 -0.1 -0.002
N 1.07691 3.22865 -0.51890 0.1 0.0 0.1 0.000
N -0.68988 -2.38456 -0.49421 -0.6 0.3 0.3 0.003
C 4.06344 -1.82210 -3.89494 0.0 0.0 0.0 0.006
C 4.14427 -2.47937 -1.58330 0.0 0.0 0.0 0.006
C -1.18248 3.60151 -1.13174 0.1 0.0 0.0 0.003
C 0.11768 -1.04138 3.51468 -0.1 0.0 0.0 0.002
C -1.85646 -2.31834 -0.49527 0.2 -0.4 0.1 0.000
C 0.53327 0.42080 3.64805 0.0 0.0 0.0 0.000
C 0.07900 4.03563 -1.00094 0.0 0.0 0.0 -0.001
C 2.92278 -1.84811 -1.34728 -0.1 -0.1 0.0 0.006
C 2.84729 -1.19590 -3.66866 0.0 0.0 0.0 -0.002
C -3.91908 -2.68580 0.62883 0.0 0.1 0.0 0.000
C 0.75690 1.93800 -0.17221 -0.2 0.1 0.1 0.001
C -1.51988 2.21227 -0.78774 0.0 0.0 -0.2 0.007
C -1.43474 1.37053 2.70515 0.1 0.0 0.1 0.000
C 4.71279 -2.46910 -2.84791 0.0 0.0 0.0 -0.002
C -2.22630 0.17713 2.16320 -0.1 -0.4 -0.3 0.004
C -3.75230 -1.29027 -1.43472 0.0 0.0 0.1 0.000
C 2.26613 -1.21122 -2.40020 -0.1 0.0 0.0 0.003
C 2.45533 3.66046 -0.37859 0.0 0.0 0.0 0.000
H 4.64680 -2.97831 -0.76155 0.0 0.0 0.0 0.000
H 5.66102 -2.96577 -3.01638 0.0 0.0 0.0 0.000
H -4.76111 -1.60716 -1.69694 0.0 0.0 0.0 0.000
H -1.96077 4.24600 -1.51112 0.0 0.0 0.0 0.001
H -4.92683 -2.95025 0.30852 0.0 0.0 0.0 0.000
H 2.74928 3.69243 0.67050 0.0 0.0 0.0 0.000
H 0.38488 5.04025 -1.26241 0.0 0.0 0.0 0.000
H -1.67341 2.22589 2.07324 0.0 0.0 0.0 0.000
H -3.94435 -1.85017 1.33086 0.0 0.0 0.0 0.000
H 4.50589 -1.80162 -4.88423 0.0 0.0 0.0 0.001
H -3.45661 -3.55388 1.09470 0.0 0.0 0.0 0.000
H 1.61105 0.46174 3.49954 0.0 0.0 0.0 0.000
H -3.76328 -0.32815 -0.92174 0.0 0.0 0.0 0.000
H -3.15268 -1.19516 -2.33748 0.0 0.0 0.0 0.000
H -1.05734 -2.29636 4.22745 0.0 0.0 0.0 0.000
H 2.55127 4.65277 -0.81493 0.0 0.0 0.0 0.000
H 3.11562 2.96555 -0.89429 0.0 0.0 0.0 0.000
H 0.27218 0.76778 4.65334 0.0 0.0 0.0 0.000
H 2.33410 -0.68491 -4.47664 0.0 0.0 0.0 -0.001
H -1.77894 1.57015 3.72406 0.0 0.0 0.0 0.000
```
Positions in Å, forces in eV/Å.

Calculated values
**Multiplicity**: 2
**E_HOMO (spin up / spin down)**: -0.1343 / -0.1403 hartree
**Charge**: -1
**ΔE to the lowest compared entry with this formula, charge and spin**: 29.6 kcal/mol
**Expectation value of S²**: 0.76



# 5
ORCA calculation (ωB97M-V/def2-TZVPD) on a cluster of 2 separate species, C4H11N2S in total at a distorted geometry.

```
18
Properties=species:S:1:pos:R:3:forces:R:3:mulliken_charge:R:1
S -0.66860 2.17199 0.07059 0.5 -1.0 1.0 -0.057
N 2.66030 -1.15112 -0.59151 -1.7 1.7 1.4 -0.332
N 2.47592 0.89307 0.37492 2.4 1.4 0.5 -0.241
C -1.36484 -0.50528 -0.19507 0.5 -6.0 -0.2 -0.107
C -2.81064 -0.50034 0.32186 -1.4 1.2 1.1 -0.965
C 1.90021 -0.13844 -0.12785 -2.0 -0.8 -0.3 0.077
C -0.60427 0.45587 0.48848 2.1 3.6 -0.1 -0.412
H -0.36483 0.44045 1.56299 -0.2 -0.7 -0.5 0.377
H -3.57845 -0.33278 -0.50519 1.1 -0.3 1.2 0.277
H -1.36056 -0.53297 -1.28018 0.4 0.6 0.0 0.430
H 1.98735 1.80295 0.58303 0.9 -1.6 -0.2 0.207
H -0.86795 -1.62252 0.10894 -1.3 3.0 -0.8 0.213
H -0.76510 2.12618 -1.25186 -0.2 -0.4 -0.5 0.210
H -3.00937 -1.40504 0.91492 -0.1 0.2 -0.6 0.294
H 3.53177 0.80011 0.42386 -1.5 1.2 0.2 0.212
H 2.16780 -1.78116 -1.13308 -1.0 -1.7 -1.0 0.251
H 3.59850 -1.05689 -0.85827 1.7 0.4 -0.1 0.227
H -2.92725 0.33593 1.09341 -0.1 -0.9 -1.2 0.340
```
Positions in Å, forces in eV/Å.

Calculated values
**E_HOMO**: -0.4808 hartree
**Charge**: +1
**ΔE to the lowest compared entry with this formula, charge and spin**: 76.3 kcal/mol



# 6
ORCA calculation (ωB97M-V/def2-TZVPD) on a structure of composition C31H47BrN2OsP2 at a distorted geometry.

```
84
Properties=species:S:1:pos:R:3:forces:R:3:lowdin_spin:R:1
Os -0.46451 1.30085 -1.63873 6.2 -3.5 2.5 1.737
Br -4.14110 -1.00990 0.84195 0.0 0.0 -0.1 0.044
P 0.90108 2.23960 -0.10688 2.1 0.6 2.1 0.064
P -1.20902 -0.52661 5.00217 -0.7 0.1 -2.6 0.617
N -4.89584 5.30017 -6.78451 0.2 0.0 0.3 0.122
N 0.55952 -0.77029 -1.80827 1.0 0.1 0.5 0.004
C 1.76309 -3.23347 -2.68282 0.2 -0.1 -0.7 0.004
C 0.15195 -1.06314 3.91315 0.5 0.2 0.7 0.085
C -3.42876 5.19366 -4.87102 -0.9 0.7 0.0 0.111
C -2.15796 2.24175 -1.89661 -3.8 1.1 -2.2 0.038
C -2.55018 -0.12074 -1.33149 -0.5 0.3 -2.0 -0.037
C 0.96282 -2.16408 4.60339 0.4 -0.5 0.0 0.018
C 1.55892 3.57865 -1.19621 -0.2 0.4 0.8 0.053
C 2.31261 -4.49839 -3.27603 0.1 -0.3 0.2 0.001
C 3.66861 1.96775 0.46438 0.3 0.1 0.0 0.002
C -4.58527 4.03410 -7.06784 0.3 -0.6 0.2 -0.012
C -2.05649 3.30546 -2.90025 -0.7 0.3 1.5 0.238
C -0.10613 -1.95580 -1.85772 -0.4 -0.3 -0.7 0.002
C -2.64128 -1.44467 4.29436 -0.1 -0.8 0.9 0.092
C -3.18244 0.24893 -0.10779 0.9 0.6 0.6 0.093
C 1.90425 -0.90340 -2.00534 0.3 -0.2 -0.3 0.008
C -0.28432 4.42412 1.34866 0.0 0.2 0.2 0.000
C 1.77485 3.18544 -2.64546 0.4 0.5 -0.3 0.046
C -4.32213 5.86995 -5.72448 0.6 0.0 0.7 -0.013
C 2.52592 -2.10724 -2.37155 0.0 0.9 0.4 0.000
C 2.30996 1.29641 0.64451 -0.3 -0.5 -0.3 0.004
C 0.17409 2.97075 1.44346 -0.3 -0.1 -0.1 0.000
C -2.24345 0.84843 -2.34524 -5.4 -0.3 0.4 0.098
C -3.12906 3.82853 -5.12032 1.2 -0.1 0.5 0.093
C -2.98508 1.54509 0.34884 0.3 -0.4 -0.2 0.067
C -3.70404 3.27059 -6.29337 -0.4 -0.3 -0.4 0.063
C 0.40030 -3.11701 -2.44333 -0.4 0.8 0.6 0.000
C -3.75526 -1.73389 5.30309 -0.4 0.0 0.1 0.009
C -2.32181 2.47597 -0.50223 -0.2 0.6 -0.5 0.027
C -1.49313 1.24820 4.66560 0.0 0.3 0.7 0.094
C -2.28513 3.02988 -4.22085 -0.8 0.7 -2.5 0.086
C -1.41551 2.08080 5.95517 0.0 0.4 0.2 0.017
H 0.54659 5.08845 1.07244 -0.3 -0.1 0.2 0.000
H 0.98520 -2.03201 5.69131 0.1 -0.1 -0.2 0.006
H -4.53659 -2.33151 4.81797 0.2 0.1 0.2 0.000
H -0.66743 2.30717 1.69873 0.2 0.2 0.0 0.001
H -2.01182 1.63956 6.76307 0.1 0.1 -0.2 0.003
H -2.53723 -1.17482 -1.62069 -0.2 0.6 0.1 -0.002
H -0.67094 4.73698 2.32998 0.2 0.0 -0.3 0.000
H -1.08196 -2.01166 -1.39232 0.2 0.1 -0.5 0.000
H -0.27317 -3.93016 -2.70416 0.1 0.0 0.5 0.000
H -3.32479 1.87250 1.33840 0.0 -0.1 -0.5 0.002
H -4.60169 6.91087 -5.52822 0.2 -0.4 -0.1 -0.002
H 0.84837 4.40691 -1.13012 -0.1 -0.1 0.1 0.000
H -0.73061 1.58362 3.94699 -0.2 -0.2 0.2 0.007
H 2.83694 3.02009 -2.86137 -0.3 -0.6 0.0 0.002
H 0.55311 -3.15614 4.39312 0.0 0.2 0.1 0.000
H 3.61418 -2.14579 -2.42287 -0.3 0.1 -0.1 0.000
H 3.65944 3.01222 0.80333 0.1 -0.3 -0.1 0.000
H -1.10089 4.55830 0.62856 0.4 0.2 0.2 0.000
H 3.34615 -4.69052 -2.97476 -0.1 0.2 0.0 0.000
H 1.70731 -5.35271 -2.95323 0.1 0.2 -0.1 0.000
H -0.29606 -1.42491 2.97942 -0.1 0.2 0.1 0.014
H 3.98866 1.93632 -0.58538 0.0 0.1 0.3 0.000
H 2.29289 0.28875 0.20399 0.2 0.3 0.2 0.001
H 0.76913 -0.17863 3.70426 -0.1 -0.2 0.1 0.001
H 4.42221 1.44095 1.06351 -0.2 0.1 -0.2 0.000
H -3.55415 2.23018 -6.57585 0.2 0.2 0.1 0.002
H -2.23592 -2.40423 3.93153 0.0 0.4 0.1 0.001
H 2.51021 -0.00948 -1.83921 -0.2 -0.3 -0.3 0.001
H 1.14559 2.30954 -2.92666 0.4 0.1 -0.4 0.018
H -0.38079 2.17577 6.30484 -0.2 -0.1 0.0 0.001
H -2.08710 4.33183 -2.52028 -0.1 -0.2 -0.1 0.011
H 1.99416 -2.15992 4.24525 -0.1 0.0 0.1 0.000
H -2.29131 3.50402 -0.14100 0.4 -0.4 -0.2 0.001
H -3.02035 5.73731 -4.01892 0.0 -0.2 -0.3 0.003
H -1.79368 3.09212 5.77370 0.1 -0.2 0.1 0.000
H 2.47687 3.96253 -0.74307 0.0 -0.1 0.0 0.008
H -3.37249 -2.30308 6.16139 -0.2 0.2 -0.3 0.002
H 0.91189 2.84289 2.25601 -0.1 0.2 -0.5 0.000
H 1.52427 4.03571 -3.28937 -0.3 -0.3 0.0 0.002
H -3.01566 -0.86909 3.43246 0.4 0.1 0.3 0.017
H -4.22807 -0.81399 5.66567 0.1 -0.2 0.0 0.000
H -1.85024 2.12570 -4.66022 -0.7 -0.1 0.2 0.003
H 2.08161 1.16862 1.71475 0.0 0.1 -0.4 0.000
H -5.08961 3.60904 -7.93876 0.3 0.0 0.2 -0.002
H -2.46797 0.68217 -3.39603 0.6 -0.7 0.1 0.018
H 2.28935 -4.49608 -4.37594 -0.1 0.3 0.3 0.000
H -2.48663 1.33058 4.20125 0.2 -0.1 0.2 0.009
```
Positions in Å, forces in eV/Å.

Calculated values
**Multiplicity**: 5
**E_HOMO (spin up / spin down)**: -0.7046 / -0.7000 hartree
**Charge**: +4
**ΔE to the lowest compared entry with this formula, charge and spin**: 90.0 kcal/mol
**Expectation value of S²**: 6.11



Repeat the fifth record exactly.
ORCA calculation (ωB97M-V/def2-TZVPD) on a cluster of 2 separate species, C4H11N2S in total at a distorted geometry.

```
18
Properties=species:S:1:pos:R:3:forces:R:3:mulliken_charge:R:1
S -0.66860 2.17199 0.07059 0.5 -1.0 1.0 -0.057
N 2.66030 -1.15112 -0.59151 -1.7 1.7 1.4 -0.332
N 2.47592 0.89307 0.37492 2.4 1.4 0.5 -0.241
C -1.36484 -0.50528 -0.19507 0.5 -6.0 -0.2 -0.107
C -2.81064 -0.50034 0.32186 -1.4 1.2 1.1 -0.965
C 1.90021 -0.13844 -0.12785 -2.0 -0.8 -0.3 0.077
C -0.60427 0.45587 0.48848 2.1 3.6 -0.1 -0.412
H -0.36483 0.44045 1.56299 -0.2 -0.7 -0.5 0.377
H -3.57845 -0.33278 -0.50519 1.1 -0.3 1.2 0.277
H -1.36056 -0.53297 -1.28018 0.4 0.6 0.0 0.430
H 1.98735 1.80295 0.58303 0.9 -1.6 -0.2 0.207
H -0.86795 -1.62252 0.10894 -1.3 3.0 -0.8 0.213
H -0.76510 2.12618 -1.25186 -0.2 -0.4 -0.5 0.210
H -3.00937 -1.40504 0.91492 -0.1 0.2 -0.6 0.294
H 3.53177 0.80011 0.42386 -1.5 1.2 0.2 0.212
H 2.16780 -1.78116 -1.13308 -1.0 -1.7 -1.0 0.251
H 3.59850 -1.05689 -0.85827 1.7 0.4 -0.1 0.227
H -2.92725 0.33593 1.09341 -0.1 -0.9 -1.2 0.340
```
Positions in Å, forces in eV/Å.

Calculated values
**E_HOMO**: -0.4808 hartree
**Charge**: +1
**ΔE to the lowest compared entry with this formula, charge and spin**: 76.3 kcal/mol